DFT (ωB97M-V/def2-TZVPD) results for a cluster of 3 separate species, C15H45N9O7P4 in total at a distorted geometry.

Values from the calculation:
Frontier orbital gap, Eh: 0.279
SMILES: N=[PH2][C@@](CON=O)(OC=O)P(N)O.CN(C)P(=O)(N(C)C)N(C)C.CN(C)P(=O)(N(C)C)N(C)C
LUMO level, eV: -0.5051
2S+1: 1

```
80
Properties=species:S:1:pos:R:3:mulliken_charge:R:1
N -2.26874 -0.08340 2.54780 -0.709
P -2.92312 0.56774 1.25715 0.197
C -1.74043 0.70376 -0.19419 1.054
C -1.46341 -0.73457 -0.70046 -1.565
O -0.68840 -1.48622 0.25615 -0.305
N -0.75712 -2.86055 -0.08141 0.184
O 0.05590 -3.13708 -0.86991 -0.195
O -2.39451 1.56338 -1.16805 -0.400
C -2.87742 0.90361 -2.27411 0.013
O -2.29239 0.80710 -3.27112 -0.362
P -0.17838 1.68242 0.34973 0.053
N 0.73587 0.75811 1.44722 -0.484
O 0.72105 1.78207 -1.04997 -0.487
H -2.32218 0.63007 3.27639 0.229
H -4.04547 -0.22556 0.85720 0.085
H -3.33533 1.89563 1.55094 0.070
H -0.84888 -0.70795 -1.61920 0.539
H -2.38945 -1.32878 -0.85391 0.588
H -3.88695 0.44472 -2.20134 0.430
H 0.15206 0.25597 2.12015 0.314
H 1.31449 0.08732 0.93723 0.304
H 0.17123 2.31033 -1.65092 0.354
C 2.40424 -3.28367 -7.23136 -0.869
N 1.32917 -4.25009 -7.15674 0.070
C 1.23283 -4.96420 -8.42718 -1.102
P -0.18988 -4.00788 -6.38263 0.934
O -0.43898 -5.46171 -6.00531 -0.842
N 0.03326 -3.46788 -4.74244 0.295
C 1.28161 -3.77394 -4.05574 -0.965
C -1.09233 -3.82563 -3.88132 -0.649
N -0.27322 -2.30757 -6.93545 0.056
C -0.14608 -1.15715 -6.04939 -1.069
C -1.44951 -2.10452 -7.80625 -1.075
H 2.22791 -2.50992 -7.99154 0.314
H 3.33753 -3.79248 -7.48617 0.367
H 2.58617 -2.78519 -6.28175 0.194
H 0.87414 -4.30451 -9.23109 0.347
H 0.54294 -5.80577 -8.34939 0.321
H 2.20111 -5.37546 -8.71976 0.342
H 1.59690 -4.81563 -4.18931 0.335
H 1.19233 -3.57966 -2.98752 0.232
H 2.08575 -3.11795 -4.39404 0.233
H -1.05495 -4.87222 -3.56120 0.342
H -2.03986 -3.66984 -4.40759 0.392
H -1.11312 -3.19149 -2.99374 -0.228
H -0.95730 -1.08672 -5.31999 0.426
H -0.15289 -0.24082 -6.64897 0.398
H 0.80558 -1.16149 -5.52197 0.217
H -2.38394 -2.12960 -7.23504 0.342
H -1.49626 -2.89317 -8.56509 0.366
H -1.38742 -1.15303 -8.33748 0.355
C 0.86921 5.23222 5.32585 -0.883
N 0.29021 3.97249 4.91057 0.184
C -0.95658 4.22741 4.19494 -1.051
P 0.27373 2.51881 5.83395 0.807
O 0.28352 1.55553 4.65612 -0.710
N 1.88178 2.11462 6.36489 0.175
C 3.02572 2.62262 5.61936 -1.046
C 2.05221 0.67964 6.58571 -1.155
N -0.01284 3.41358 7.35737 0.000
C 0.97555 3.54899 8.41829 -0.890
C -1.29988 3.00831 7.95973 -1.108
H 0.23096 5.78073 6.03272 0.300
H 1.02197 5.87100 4.45213 0.364
H 1.84918 5.11250 5.78250 0.211
H -1.73600 4.60961 4.87126 0.345
H -1.33181 3.31370 3.73004 0.148
H -0.80629 4.95113 3.39138 0.374
H 2.91275 2.50797 4.53471 0.259
H 3.94159 2.11150 5.92308 0.405
H 3.20419 3.67570 5.84410 0.252
H 2.20218 0.13152 5.64970 0.291
H 1.17170 0.25900 7.08156 0.375
H 2.90781 0.49462 7.24055 0.373
H 1.23533 2.59481 8.88461 0.283
H 0.57693 4.20714 9.19764 0.393
H 1.88446 4.02747 8.05993 0.245
H -1.24927 1.99736 8.37854 0.354
H -2.09025 3.02035 7.20140 0.354
H -1.60223 3.70077 8.74747 0.366
```